{"formula": "C34H96N18O8P5Sr", "method": "ωB97M-V/def2-TZVPD", "total_charge": 1, "orbital_gap_ev": 6.8, "e_tot_ev": -127296.20854, "e_homo_ev": -9.61, "species": ["Sr", "N", "O", "O", "O", "O", "P", "N", "C", "C", "N", "C", "C", "N", "C", "C", "H", "H", "H", "H", "H", "H", "H", "H", "H", "H", "H", "H", "H", "H", "H", "H", "H", "H", "O", "P", "N", "C", "C", "N", "C", "C", "N", "C", "C", "H", "H", "H", "H", "H", "H", "H", "H", "H", "H", "H", "H", "H", "H", "H", "H", "H", "H", "O", "P", "N", "C", "C", "N", "C", "C", "N", "C", "C", "H", "H", "H", "H", "H", "H", "H", "H", "H", "H", "H", "H", "H", "H", "H", "H", "H", "H", "O", "P", "N", "C", "C", "N", "C", "C", "N", "C", "C", "H", "H", "H", "H", "H", "H", "H", "H", "H", "H", "H", "H", "H", "H", "H", "H", "H", "H", "O", "P", "N", "C", "C", "N", "C", "C", "N", "C", "C", "H", "H", "H", "H", "H", "H", "H", "H", "H", "H", "H", "H", "H", "H", "H", "H", "H", "H", "C", "C", "N", "H", "H", "H", "C", "C", "N", "H", "H", "H"], "positions_angstrom": [[-0.73164, -2.24371, -3.06137], [0.45584, -0.10057, -1.13611], [1.19587, 0.63348, -0.49762], [-0.07455, -1.13457, -0.72959], [0.15781, 0.17353, -2.27626], [1.76655, -2.68419, -3.03727], [3.26254, -2.70980, -2.86012], [3.93710, -1.51777, -1.79162], [3.87438, -1.56794, -0.36913], [3.97989, -0.18117, -2.35091], [4.07185, -2.50956, -4.35582], [5.57830, -2.60307, -4.52770], [3.32637, -2.69108, -5.54056], [3.85546, -4.21867, -2.27024], [3.30372, -5.50012, -2.80195], [5.21407, -4.40104, -1.66013], [2.89223, -1.15543, -0.12454], [4.44639, -0.86949, 0.24197], [3.79960, -2.53592, 0.12592], [4.41107, -0.12548, -3.35065], [4.54124, 0.59252, -1.82578], [3.02171, 0.33587, -2.42814], [5.95415, -2.20682, -5.47114], [6.15146, -2.03407, -3.79631], [5.73675, -3.68164, -4.53077], [2.26846, -2.42873, -5.51215], [3.85134, -2.11275, -6.30126], [3.17770, -3.70127, -5.92865], [2.23407, -5.59533, -2.60910], [3.57464, -5.53707, -3.85706], [3.54401, -6.40544, -2.24418], [5.84062, -3.60967, -2.07133], [5.59968, -5.39901, -1.86325], [5.17123, -4.21069, -0.58760], [-2.77909, -0.78178, -3.46315], [-4.24132, -0.52151, -3.29722], [-5.33043, -1.81745, -3.55687], [-5.20731, -2.91327, -2.61128], [-5.69285, -2.15829, -4.90014], [-4.78238, 0.83719, -4.24615], [-3.84990, 1.74816, -4.92536], [-6.23489, 1.34850, -4.17060], [-4.54401, 0.01707, -1.67004], [-3.45959, 0.50665, -0.81041], [-5.93966, 0.24171, -1.15818], [-6.15974, -3.26312, -2.21025], [-4.57657, -2.65109, -1.76246], [-4.85375, -3.80381, -3.13319], [-6.17365, -1.32241, -5.40836], [-6.40992, -2.97845, -4.92692], [-4.78342, -2.40538, -5.44989], [-3.80864, 1.55613, -5.99899], [-4.19100, 2.77960, -4.83909], [-2.80023, 1.61723, -4.66267], [-6.33391, 1.92214, -3.24900], [-6.50689, 2.08898, -4.92251], [-6.91881, 0.50138, -4.20738], [-2.81387, 1.17376, -1.38281], [-3.94408, 1.16839, -0.09238], [-2.88681, -0.30521, -0.36292], [-6.12066, 1.31543, -1.21481], [-6.04370, -0.01119, -0.10290], [-6.63881, -0.33918, -1.75857], [-2.05572, 5.00824, 2.12666], [-1.42344, 5.87450, 1.08778], [-2.31833, 7.20741, 0.79946], [-2.09909, 8.07893, -0.34681], [-3.00551, 7.80395, 1.91582], [-1.12064, 5.07814, -0.36907], [-2.26744, 4.73248, -1.22163], [0.14237, 4.42516, -0.81247], [0.03146, 6.41843, 1.69196], [0.82169, 7.46128, 1.06042], [0.32424, 6.21100, 3.13746], [-1.47426, 8.92884, -0.07321], [-3.02463, 8.34819, -0.85735], [-1.66932, 7.49916, -1.16445], [-3.43883, 8.76953, 1.65270], [-2.40851, 8.19350, 2.74260], [-3.74544, 7.09586, 2.28728], [-2.29519, 3.64225, -1.24548], [-3.19201, 5.18591, -0.86630], [-2.02048, 5.07107, -2.22871], [0.40222, 4.66244, -1.84480], [0.94805, 4.69727, -0.13129], [0.04787, 3.33835, -0.82737], [1.02598, 7.29765, 0.00222], [0.27349, 8.39865, 1.16573], [1.74621, 7.50669, 1.63520], [1.36235, 6.48820, 3.32162], [0.17193, 5.19661, 3.50209], [-0.31290, 6.96400, 3.60219], [2.53786, 1.86648, 5.88388], [3.63704, 1.74335, 4.88969], [3.14127, 1.83590, 3.24081], [2.04320, 2.73430, 2.83364], [4.08080, 1.64578, 2.19539], [4.44055, 0.22615, 5.02436], [3.95350, -0.97943, 4.42793], [5.37160, -0.00985, 6.16066], [4.85221, 2.92243, 5.02731], [4.47179, 4.24189, 5.45527], [6.12263, 2.87528, 4.27076], [1.29673, 2.70710, 3.62830], [1.61612, 2.27795, 1.94072], [2.32733, 3.78466, 2.76254], [3.50895, 1.19570, 1.38276], [4.82111, 0.93758, 2.56804], [4.55052, 2.58898, 1.91311], [4.63854, -1.81566, 4.56342], [2.97142, -1.24094, 4.82480], [3.79690, -0.72532, 3.37897], [5.76190, 0.93540, 6.53670], [4.97325, -0.63052, 6.96364], [6.22685, -0.55360, 5.75717], [5.24113, 4.68427, 6.08883], [4.37956, 4.86874, 4.56630], [3.50732, 4.22006, 5.96180], [6.89920, 3.29767, 4.90876], [6.03224, 3.45844, 3.35328], [6.42670, 1.88033, 3.94698], [-2.07206, -3.23225, -1.23933], [-2.18314, -4.34679, -0.25103], [-2.84668, -5.82343, -0.81813], [-4.27141, -5.96597, -0.95969], [-2.02785, -6.78896, -1.60369], [-3.11201, -3.97127, 1.15453], [-3.41550, -4.97242, 2.15397], [-3.43390, -2.55017, 1.53411], [-0.67483, -4.79559, 0.47283], [-0.55529, -5.98278, 1.39761], [0.57412, -4.29000, -0.04530], [-4.87223, -5.29154, -0.35029], [-4.55582, -6.98271, -0.68670], [-4.48361, -5.79713, -2.01642], [-2.08113, -6.62653, -2.68082], [-2.40690, -7.79370, -1.41395], [-0.99267, -6.84099, -1.26691], [-4.25422, -4.55257, 2.70867], [-3.71111, -5.91794, 1.69903], [-2.55263, -5.16139, 2.79263], [-4.25356, -2.47056, 2.24693], [-2.49847, -2.18595, 1.95872], [-3.63947, -1.96679, 0.63712], [-0.54734, -5.76964, 2.46597], [-1.40864, -6.63798, 1.21998], [0.30028, -6.57033, 1.06472], [0.54765, -3.20738, 0.08383], [0.55883, -4.36543, -1.13452], [1.44518, -4.74197, 0.42641], [0.69821, -1.22453, 2.71419], [1.42804, -2.50287, 2.79710], [2.03753, -3.49188, 2.84734], [0.90883, -0.89283, 1.69669], [1.02153, -0.46297, 3.42338], [-0.37390, -1.39552, 2.80709], [-1.55992, 1.91497, 1.70299], [-2.23115, 0.91669, 2.54058], [-2.69204, 0.11927, 3.19742], [-0.74362, 2.34997, 2.27685], [-2.26496, 2.67024, 1.35608], [-1.22258, 1.42930, 0.78689]]}